[1]
A cluster of 3 separate species, C5H14O2 in total at a distorted geometry, computed with the ωB97M-V functional and the def2-TZVPD basis.

Summary:
- Highest occupied orbital energy: -9.196 eV
- Total energy: -349.33245 hartree
- HOMO-LUMO gap: 9.84 eV
- 2S+1: 1
- ΔE to the lowest compared entry with this formula, charge and spin: 1.180 eV
- SMILES: C/C=C/CC.O.O

Cartesian coordinates (Å):
C  -1.435  -0.007  1.702
C  -0.902  0.724  0.540
C  0.410  0.914  0.292
C  0.971  1.753  -0.829
C  0.652  1.021  -2.158
H  -1.709  0.800  2.427
H  -0.840  -0.720  2.269
H  -2.341  -0.561  1.403
H  -1.586  1.039  -0.225
H  0.987  0.507  1.119
H  0.664  2.817  -0.805
H  2.061  1.765  -0.816
H  -0.035  0.185  -2.065
H  1.515  0.755  -2.762
H  0.141  1.699  -2.863
O  -1.501  -2.351  -0.264
H  -0.798  -2.059  0.333
H  -1.241  -1.896  -1.084
O  1.447  -2.339  1.443
H  1.818  -1.528  1.793
H  1.723  -2.515  0.551

[2]
A cluster of 3 separate species, C21H37Cl4N3O4P in total at a distorted geometry, computed with the ωB97M-V functional and the def2-TZVPD basis.

Summary:
- Highest occupied orbital energy: -10.875 eV
- Total energy: -3469.50166 hartree
- HOMO-LUMO gap: 8.31 eV
- 2S+1: 1
- ΔE to the lowest compared entry with this formula, charge and spin: 3.689 eV
- Net charge: +1

Cartesian coordinates (Å):
C  4.246  -1.829  2.455
C  3.307  -0.585  2.087
O  4.192  0.502  1.764
P  3.580  2.004  2.143
O  2.830  2.074  3.432
C  2.632  2.759  0.708
C  1.066  2.693  0.882
C  0.651  1.204  1.129
N  -0.778  0.910  0.873
C  -1.318  -0.131  1.448
N  -0.720  -1.105  2.322
C  -1.113  -2.383  1.611
C  -2.480  -2.038  0.885
C  -2.153  -2.079  -0.666
O  -2.644  -3.242  -1.328
C  -1.861  -3.492  -2.473
C  -1.345  -2.394  -3.315
C  -0.503  -2.648  -4.472
C  -0.138  -4.005  -4.855
C  -0.668  -5.121  -4.066
C  -1.511  -4.848  -2.894
N  -2.658  -0.637  1.339
O  4.918  2.994  2.304
C  5.785  2.489  3.354
C  7.098  1.789  2.824
H  5.233  -1.636  1.946
H  4.369  -1.937  3.560
H  3.824  -2.753  1.988
H  2.656  -0.926  1.241
H  2.665  -0.413  2.988
H  2.919  2.239  -0.247
H  2.964  3.834  0.630
H  0.690  3.400  1.668
H  0.609  3.052  -0.088
H  0.980  0.908  2.161
H  1.250  0.565  0.419
H  -1.393  1.463  0.252
H  0.301  -1.089  2.372
H  -0.276  -2.813  1.007
H  -1.181  -3.127  2.458
H  -3.205  -2.812  1.236
H  -2.612  -1.163  -1.151
H  -1.035  -1.950  -0.759
H  -1.584  -1.332  -3.049
H  -0.126  -1.763  -5.034
H  0.532  -4.134  -5.739
H  -0.397  -6.144  -4.405
H  -1.869  -5.756  -2.344
H  -3.292  -0.051  0.788
H  6.099  3.383  3.962
H  5.283  1.793  4.069
H  8.019  2.279  3.245
H  7.116  0.740  3.245
H  7.122  1.709  1.709
Cl  -6.083  0.810  0.314
C  -5.938  1.932  1.692
C  -5.056  3.116  1.368
Cl  -3.348  2.638  1.181
H  -5.558  1.372  2.546
H  -6.945  2.276  1.930
H  -5.097  3.843  2.179
H  -5.370  3.613  0.451
Cl  -2.237  1.217  -2.675
C  -2.921  2.020  -4.117
C  -2.977  1.095  -5.310
Cl  -1.354  0.706  -5.931
H  -2.324  2.907  -4.325
H  -3.928  2.343  -3.850
H  -3.522  1.575  -6.124
H  -3.482  0.159  -5.070

[3]
A cluster of 2 separate species, C3H7NSi in total at a distorted geometry, computed with the ωB97M-V functional and the def2-TZVPD basis.

Summary:
- Highest occupied orbital energy: -7.629 eV
- Total energy: -462.61553 hartree
- HOMO-LUMO gap: 8.46 eV
- 2S+1: 1
- ΔE to the lowest compared entry with this formula, charge and spin: 3.309 eV
- SMILES: CC=[SiH2].C#N

Cartesian coordinates (Å):
C  0.071  -1.297  -0.629
C  0.692  -0.471  0.390
Si  0.229  -0.506  2.052
H  -0.686  -1.885  -0.330
H  0.714  -2.095  -1.066
H  -0.207  -0.850  -1.541
H  1.530  0.262  0.029
H  0.797  0.177  3.137
H  -0.684  -1.570  2.270
C  -0.839  2.640  -1.512
N  -0.292  2.326  -0.561
H  -1.326  3.268  -2.240

[4]
A cluster of 2 separate species, C20H30BBrNO in total at a distorted geometry, computed with the ωB97M-V functional and the def2-TZVPD basis.

Summary:
- Highest occupied orbital energy: -11.113 eV
- Total energy: -3508.70752 hartree
- HOMO-LUMO gap: 5.67 eV
- 2S+1: 1
- ΔE to the lowest compared entry with this formula, charge and spin: 0.129 eV
- Net charge: +1

Cartesian coordinates (Å):
C  -1.771  4.830  4.614
O  -0.624  3.959  4.707
C  -0.058  3.459  3.577
C  1.113  2.673  3.761
C  1.705  2.056  2.693
C  1.162  2.141  1.374
C  1.791  1.390  0.337
C  1.896  1.740  -1.036
C  2.731  0.938  -1.887
C  2.652  1.052  -3.268
C  1.746  1.958  -3.851
C  1.039  2.851  -3.035
C  1.179  2.814  -1.652
C  -0.035  2.897  1.215
C  -0.600  3.597  2.276
H  -2.021  5.055  5.652
H  -1.516  5.756  4.080
H  -2.613  4.322  4.124
H  1.506  2.578  4.772
H  2.619  1.481  2.842
H  2.353  0.513  0.652
H  3.408  0.211  -1.424
H  3.268  0.415  -3.903
H  1.589  1.950  -4.937
H  0.368  3.582  -3.495
H  0.720  3.591  -1.035
H  -0.542  2.888  0.252
H  -1.482  4.223  2.110
C  0.736  -4.673  -0.603
C  0.296  -3.449  0.166
N  -0.912  -2.763  -0.476
C  -0.611  -2.460  -1.938
C  0.480  -1.424  -2.098
C  -2.065  -3.762  -0.405
C  -3.359  -3.251  -0.987
B  -1.193  -1.401  0.324
Br  -1.810  -1.794  2.242
H  -0.167  -0.713  0.453
H  1.588  -5.124  -0.088
H  -0.037  -5.441  -0.661
H  1.065  -4.429  -1.616
H  -0.012  -3.693  1.189
H  1.086  -2.694  0.235
H  -0.337  -3.410  -2.419
H  -1.536  -2.105  -2.400
H  0.566  -1.142  -3.155
H  0.252  -0.500  -1.555
H  1.464  -1.778  -1.769
H  -1.731  -4.655  -0.945
H  -2.175  -4.022  0.652
H  -4.073  -4.080  -0.985
H  -3.793  -2.450  -0.388
H  -3.255  -2.919  -2.019
H  -2.051  -0.787  -0.270

[5]
The ion C5H13N2O with charge +1 at a distorted geometry, computed with the ωB97M-V functional and the def2-TZVPD basis.

Summary:
- Highest occupied orbital energy: -12.531 eV
- Total energy: -382.74151 hartree
- HOMO-LUMO gap: 8.91 eV
- 2S+1: 1
- ΔE to the lowest compared entry with this formula, charge and spin: 3.269 eV
- SMILES: CNCC/[NH+]=C/OC
- Net charge: +1

Cartesian coordinates (Å):
C  -0.256  -1.111  2.240
N  0.068  -1.692  0.935
C  -1.067  -1.687  0.034
C  -0.784  -1.042  -1.353
N  -0.630  0.330  -1.173
C  0.433  1.007  -1.179
O  0.502  2.081  -0.483
C  1.663  2.921  -0.374
H  -0.889  -1.857  2.741
H  0.577  -0.764  2.848
H  -0.923  -0.218  2.165
H  0.574  -2.586  0.988
H  -1.874  -1.078  0.537
H  -1.375  -2.587  -0.398
H  0.056  -1.447  -1.804
H  -1.655  -1.118  -2.162
H  -1.371  0.793  -0.727
H  1.242  0.491  -1.606
H  1.286  3.653  0.331
H  1.739  3.366  -1.439
H  2.681  2.545  -0.124

[6]
A cluster of 2 separate species, C4H12 in total at a distorted geometry, computed with the ωB97M-V functional and the def2-TZVPD basis.

Summary:
- Highest occupied orbital energy: -11.361 eV
- Total energy: -159.56416 hartree
- HOMO-LUMO gap: 12.52 eV
- 2S+1: 1
- ΔE to the lowest compared entry with this formula, charge and spin: 0.566 eV
- SMILES: CC.CC

Cartesian coordinates (Å):
C  -2.660  -1.093  -0.352
C  -1.313  -0.585  0.208
H  -2.564  -1.245  -1.451
H  -2.849  -2.089  0.037
H  -3.504  -0.426  -0.259
H  -0.833  -1.422  0.689
H  -1.511  0.100  1.054
H  -0.771  0.002  -0.521
C  2.581  0.360  0.125
C  1.387  1.317  0.024
H  3.107  0.299  1.070
H  2.453  -0.653  -0.242
H  3.338  0.795  -0.557
H  0.746  1.090  -0.814
H  1.611  2.353  -0.076
H  0.830  1.176  0.970